DFT (wB97M-V/def2-TZVPD) results for C19H31F9OOsP2 as an isolated structure at a distorted geometry.

Values from the calculation:
calculated total energy	-67733.933	eV
energy relative to the best compared isomer or geometry (same formula, charge and spin)	30.1	kcal/mol
lowest unoccupied orbital energy (alpha / beta)	-6.494 / -9.325	eV
orbital gap (alpha / beta)	7.445 / 4.611	eV
⟨S²⟩	6.011

Structure (ORCA input):
```
! RIJCOSX wB97M-V def2-TZVPD def2/J DEFGRID3
* xyz 2 5
P -1.24310 -0.60386 -1.27506
P 0.99051 -2.99087 -0.30179
C -0.89694 -2.25851 -2.18977
C -0.45425 -3.37514 -1.23694
H -0.13983 -2.09344 -2.97873
H -1.81460 -2.60284 -2.70268
H -1.24753 -3.70319 -0.54633
H -0.15700 -4.27361 -1.80604
C 2.36815 -3.59208 -1.24494
H 3.33378 -3.23813 -0.86665
H 2.29044 -3.33975 -2.30792
H 2.36291 -4.68608 -1.16818
C 0.82947 -3.91690 1.24693
H 1.50612 -4.78827 1.18787
H -0.19597 -4.30119 1.37690
H 1.10920 -3.33118 2.14986
C -1.85909 0.26577 -3.36313
H -1.86613 1.36381 -3.66702
H -2.91751 -0.04503 -3.38947
H -1.23036 -0.27974 -4.08976
C -3.02246 -1.05508 -0.90098
H -3.00146 -1.66337 0.00806
H -3.46973 -1.64126 -1.71250
H -3.59771 -0.13435 -0.73763
Os -1.15481 1.41264 -1.93142
C 0.14575 0.28133 2.82566
C 1.48002 0.36343 2.92483
C 2.45797 -0.61510 2.32357
C 2.37521 -0.68925 0.76898
C 1.13322 -1.29746 0.12615
C -0.21949 -0.66520 0.47158
C -1.21385 -1.09115 1.51294
C -0.55719 -1.04992 2.90790
C -2.68106 2.71238 -1.62183
H -0.50530 1.15788 2.87859
H 1.97772 1.10776 3.55892
H 2.37971 -1.63695 2.74695
H 3.46514 -0.21565 2.53484
H 2.47348 0.34528 0.35517
H 3.32867 -1.19161 0.44149
H 1.29620 -0.89707 -0.91708
H 0.00882 0.45327 0.59206
H -1.72993 -2.03323 1.29374
H -1.97509 -0.27828 1.54921
H -1.32864 -1.15112 3.68999
H 0.09938 -1.90291 3.08155
H -2.71889 3.00195 -0.55344
H -3.64853 2.30693 -1.95267
H -2.45999 3.65540 -2.19255
F -1.27420 3.06177 1.52824
C -0.03322 3.61161 1.43023
F -0.10433 4.88919 1.87144
F 0.77934 2.93799 2.28892
C 0.48397 3.46129 -0.02863
O 0.07508 2.28034 -0.52780
C 0.14982 4.81076 -0.74173
F 0.95546 5.83633 -0.32061
F 0.31207 4.67164 -2.07428
F -1.12788 5.21810 -0.52467
C 2.05303 3.40699 0.04099
F 2.64674 4.31770 0.84939
F 2.41202 2.18937 0.51694
F 2.56665 3.50784 -1.20769
*
```

These are the Löwdin partial charges, in e, on atoms 1 to 2:
1 P 0.79
2 P 0.90